1.
46
Properties=species:S:1:pos:R:3:forces:R:3 method="wB97M-V/def2-TZVPD" mol_weight_g_mol=653.7 e_tot_ev=-188765.4686 lumo_ev=-0.36
K -0.618 1.833 1.955 0.050 -0.096 -0.060
C 3.169 3.319 -4.409 0.005 0.004 0.012
N 2.209 2.310 -4.016 -0.002 -0.005 0.034
C 2.468 0.956 -3.828 -0.003 0.001 -0.075
C 1.320 0.360 -3.478 -0.003 0.006 0.007
N 0.354 1.370 -3.449 -0.014 0.038 -0.011
C 0.907 2.586 -3.773 0.010 0.007 -0.027
S 0.131 4.058 -3.862 0.004 -0.006 0.005
C -0.971 1.209 -3.018 -0.177 -0.211 0.060
C -1.866 0.479 -3.678 0.038 0.075 0.118
C -3.228 0.211 -3.220 0.220 -0.009 0.066
C -3.857 -0.164 -2.152 -0.011 0.145 -0.151
C -1.429 2.329 -0.776 0.046 -0.109 -0.062
N -1.260 1.803 -1.797 -0.035 0.185 -0.017
H 4.127 2.835 -4.579 -0.001 0.000 0.002
H 3.265 4.070 -3.626 0.001 0.001 -0.002
H 2.834 3.816 -5.319 -0.002 -0.002 -0.002
H 3.453 0.541 -3.942 -0.004 0.003 0.010
H 1.076 -0.647 -3.183 0.009 -0.005 0.026
H -1.562 0.067 -4.630 -0.005 0.032 -0.014
H -4.054 0.294 -3.949 -0.081 -0.068 0.049
H -2.797 -0.382 0.748 -0.373 0.092 -0.023
H -0.221 -2.500 1.579 -0.101 -0.122 0.132
Cl -1.893 -0.930 0.026 0.118 0.052 0.002
C 0.493 -1.892 -1.248 -0.107 -0.196 0.040
C 1.040 -2.421 -0.151 -0.118 -0.110 -0.115
C 0.825 -2.392 1.321 0.670 0.148 -0.209
Cl 1.764 -3.591 2.306 -0.167 -0.045 0.035
C 1.346 -0.992 1.593 -0.100 0.022 0.104
Cl 1.338 -0.306 3.180 -0.012 -0.031 0.052
C 1.818 -0.387 0.495 0.076 0.168 -0.174
Cl 2.390 1.257 0.473 0.013 -0.156 0.021
C 1.821 -1.313 -0.654 0.027 0.245 0.177
Cl 3.448 -1.482 -1.400 0.076 -0.045 -0.029
O -0.992 -2.975 6.590 0.002 0.016 -0.010
C -1.303 -2.042 5.674 -0.011 -0.076 0.019
C -1.879 -2.339 4.442 -0.011 0.019 -0.013
C -2.147 -1.298 3.580 0.073 0.026 0.046
N -1.867 -0.012 3.841 -0.055 -0.119 0.059
C -1.329 0.222 5.023 -0.002 0.035 -0.075
Br -0.857 2.033 5.381 -0.042 0.054 -0.015
C -1.031 -0.717 5.986 0.031 0.031 0.028
H -1.164 -3.858 6.244 0.002 -0.001 -0.001
H -2.108 -3.358 4.158 -0.002 0.005 -0.012
H -2.586 -1.509 2.615 -0.032 -0.007 -0.002
H -0.579 -0.453 6.930 0.001 0.011 -0.004

2.
160
Properties=species:S:1:pos:R:3:forces:R:3 method="wB97M-V/def2-TZVPD" mol_weight_g_mol=1257.2 e_tot_ev=-124757.4322 smiles="C[C@H]1COC(=O)O1.C[C@H]1COC(=O)O1.C[C@H]1COC(=O)O1.C[C@H]1COC(=O)O1.C[C@H]1COC(=O)O1.C[C@H]1COC(=O)O1.C[C@H]1COC(=O)O1.C[C@H]1COC(=O)O1.Oc1ccc(O)cc1.Oc1ccc(O)cc1.Oc1ccc(O)cc1.Oc1ccc(O)cc1" lumo_ev=-0.47
C 3.467 2.632 3.067 -0.145 1.460 2.017
C 4.763 1.866 3.102 -1.225 2.709 -2.547
C 5.066 1.063 4.298 1.233 1.184 1.388
O 5.022 -0.228 3.842 -0.553 -2.215 0.467
C 4.725 -0.286 2.558 -0.477 -3.105 -2.692
O 4.629 -1.343 1.927 0.116 2.995 1.450
O 4.522 0.955 2.046 1.391 -2.051 -0.171
H 2.998 3.131 2.219 0.760 -0.951 -0.991
H 3.662 3.544 3.632 -0.532 -0.094 1.061
H 2.734 1.962 3.516 -0.396 0.471 0.255
H 5.618 2.518 2.925 0.007 -0.045 -0.702
H 4.431 1.312 5.149 -0.257 -0.559 0.023
H 6.108 1.227 4.576 -0.066 0.240 0.419
C -1.196 -1.310 3.138 -0.540 0.188 -0.582
C 0.068 -2.038 3.387 -0.201 -0.001 -1.088
C 1.304 -1.173 3.628 0.312 0.010 -4.357
O 1.742 -1.521 4.855 2.671 1.809 0.995
C 0.951 -2.357 5.403 -2.513 -2.106 4.420
O 1.032 -2.726 6.558 0.216 0.092 -1.575
O -0.096 -2.659 4.615 0.426 -1.049 1.720
H -1.386 -0.703 4.023 -0.367 0.232 -0.223
H -1.972 -2.063 2.999 -0.269 0.185 0.230
H -1.178 -0.726 2.218 0.098 0.259 0.108
H 0.180 -2.862 2.682 0.505 0.359 -0.451
H 1.171 -0.115 3.403 -0.469 0.335 0.931
H 2.077 -1.435 2.906 0.156 -0.253 -0.161
C -1.144 -2.359 -4.318 -0.970 0.232 0.695
C -2.621 -2.774 -3.951 0.820 -0.168 0.496
C -3.240 -3.935 -4.702 0.271 1.121 -1.378
O -2.759 -5.092 -4.011 -0.531 -0.923 -2.016
C -2.447 -4.726 -2.812 1.849 -0.279 2.427
O -1.961 -5.410 -1.930 -0.873 -0.114 -0.896
O -2.602 -3.431 -2.672 0.269 1.767 1.643
H -1.065 -1.618 -5.113 -0.308 -0.384 -0.376
H -0.481 -3.211 -4.471 -0.306 -0.156 -0.336
H -0.707 -1.820 -3.477 -0.257 -0.035 0.344
H -3.310 -1.939 -3.826 0.302 0.122 -0.322
H -2.849 -3.852 -5.716 -0.323 -0.876 -0.138
H -4.329 -3.890 -4.669 0.076 -0.232 -0.069
C -3.578 4.365 1.571 -0.857 -0.460 -0.416
C -4.127 5.392 2.568 2.186 -1.174 -0.945
C -3.110 6.540 2.666 -0.791 -0.157 0.102
O -3.859 7.630 2.105 1.749 0.417 0.248
C -5.088 7.247 1.806 -2.213 2.769 -0.323
O -5.958 7.993 1.423 1.051 -0.626 -0.039
O -5.298 5.999 2.093 -0.728 -2.196 0.582
H -3.551 4.625 0.512 0.071 1.030 0.002
H -4.278 3.533 1.496 0.401 -0.467 0.534
H -2.559 4.086 1.839 -0.320 -0.367 0.263
H -4.229 4.851 3.509 -0.645 0.367 0.118
H -2.241 6.298 2.054 0.054 0.413 0.055
H -2.824 6.731 3.700 0.045 0.389 -0.146
C -6.697 1.994 1.567 -1.020 -1.479 0.605
C -6.022 0.985 2.560 -1.914 1.221 -2.060
C -4.967 0.195 1.850 0.456 -0.819 -1.039
O -3.826 0.391 2.664 0.050 0.561 0.512
C -4.126 1.380 3.550 4.173 -0.291 2.762
O -3.303 1.778 4.373 -1.428 -0.489 -1.838
O -5.361 1.757 3.516 -0.066 0.797 0.414
H -7.281 1.395 0.868 -0.157 -0.030 -0.135
H -6.027 2.582 0.940 0.353 -0.151 0.464
H -7.412 2.629 2.092 0.180 0.116 0.008
H -6.659 0.321 3.145 -0.637 0.192 -0.473
H -4.736 0.510 0.832 -0.075 0.593 0.020
H -5.212 -0.860 1.722 0.085 -0.146 0.593
C 3.030 1.955 -3.876 -0.585 0.020 -0.895
C 1.627 1.868 -3.225 1.815 -0.504 0.673
C 1.037 3.184 -2.764 0.405 0.008 -0.416
O -0.097 3.309 -3.603 -0.437 2.321 0.501
C -0.313 2.244 -4.326 -2.931 -2.116 -1.291
O -1.347 1.992 -4.944 2.818 0.761 0.997
O 0.704 1.384 -4.181 -0.009 -0.709 -0.382
H 3.378 0.999 -4.269 -0.087 -0.315 0.520
H 3.844 2.424 -3.324 -0.366 -0.088 0.466
H 2.935 2.517 -4.805 -0.168 0.433 -0.003
H 1.632 1.218 -2.351 0.063 -0.506 -0.252
H 1.776 3.965 -2.942 -0.421 0.418 0.016
H 0.703 3.170 -1.726 0.055 0.056 -0.094
C 5.363 0.219 -1.349 0.596 -0.282 0.326
C 6.133 -0.996 -1.968 -2.865 -1.413 2.272
C 5.203 -1.807 -2.977 1.132 1.959 1.696
O 5.886 -1.505 -4.148 2.314 0.338 -2.190
C 7.156 -0.916 -3.892 2.116 -0.138 -5.885
O 8.059 -0.643 -4.720 -3.958 -1.304 2.172
O 7.311 -0.699 -2.658 -0.123 1.111 2.510
H 5.351 1.086 -2.010 0.297 -0.019 -0.058
H 5.704 0.494 -0.352 0.752 0.209 -0.248
H 4.321 0.034 -1.087 -0.158 -0.761 -0.577
H 6.452 -1.739 -1.237 -0.283 0.475 0.600
H 4.216 -1.347 -3.017 -0.079 -0.165 -0.018
H 5.118 -2.855 -2.688 0.353 0.068 -0.542
C 2.316 -3.913 -3.886 0.253 -0.740 1.008
C 2.433 -4.657 -2.498 -2.102 0.381 -1.939
C 2.802 -6.125 -2.466 -0.625 -0.918 0.079
O 3.945 -6.192 -1.575 -1.161 -0.802 -1.165
C 4.290 -4.974 -1.218 3.616 0.701 1.265
O 5.342 -4.782 -0.577 -3.858 0.436 -1.935
O 3.436 -4.053 -1.778 2.057 0.699 2.069
H 3.349 -3.748 -4.191 -0.219 0.104 -0.569
H 1.771 -2.974 -3.796 0.418 0.220 0.454
H 1.715 -4.437 -4.629 0.387 -0.553 0.006
H 1.459 -4.520 -2.029 0.058 0.060 0.537
H 2.941 -6.560 -3.456 0.962 0.122 0.010
H 2.006 -6.741 -2.046 0.021 0.153 0.359
O 0.398 3.467 6.421 0.081 0.968 -1.121
C 0.254 3.745 5.069 -0.022 -0.217 -0.301
C -0.359 2.829 4.224 0.214 -0.013 1.663
C -0.454 3.007 2.874 -0.848 -0.975 -0.607
C 0.087 4.109 2.266 0.985 1.854 -0.205
O -0.076 4.368 0.901 -0.265 -0.927 -0.054
C 0.781 5.027 3.045 -0.711 -0.504 1.392
C 0.763 4.880 4.452 1.360 0.025 -0.302
H -0.172 2.725 6.633 -0.099 -0.160 0.078
H -0.779 1.976 4.736 -0.287 -0.374 -0.498
H -1.006 2.234 2.360 -0.021 0.112 -0.452
H 0.345 5.164 0.570 0.168 0.176 0.519
H 1.328 5.866 2.638 -0.154 0.131 -0.221
H 1.377 5.572 5.010 -0.192 0.183 0.271
O -4.514 4.583 -5.962 -0.602 0.429 -1.132
C -4.284 3.933 -4.800 -1.326 -1.862 -0.653
C -3.193 4.174 -4.067 1.246 0.600 2.810
C -3.097 3.611 -2.772 -1.436 -1.062 -0.806
C -4.040 2.603 -2.396 1.833 2.045 0.896
O -3.953 2.083 -1.127 -0.977 -0.491 -0.425
C -5.118 2.309 -3.192 0.832 -0.508 0.479
C -5.193 2.946 -4.393 -1.352 0.841 -0.535
H -3.714 4.659 -6.487 0.138 0.024 0.108
H -2.514 4.946 -4.396 0.251 0.022 0.093
H -2.402 3.970 -2.028 0.300 -0.150 -0.256
H -3.060 2.250 -0.817 0.474 0.194 0.394
H -5.821 1.573 -2.831 -0.271 0.053 -0.202
H -6.139 2.810 -4.895 0.191 0.031 -0.748
O -0.504 -4.973 0.447 0.282 0.084 0.673
C 0.211 -6.077 0.822 1.198 -0.233 0.745
C -0.102 -7.312 0.295 0.301 0.432 -0.093
C 0.732 -8.413 0.486 -1.361 -1.286 -0.742
C 1.819 -8.371 1.279 3.033 1.157 2.478
O 2.654 -9.473 1.602 -1.592 0.501 -1.267
C 2.122 -7.116 1.872 -0.604 0.741 -0.328
C 1.323 -5.984 1.693 -0.589 -0.979 -0.628
H -1.115 -5.320 -0.207 -0.655 0.541 -0.650
H -1.012 -7.361 -0.284 0.025 -0.387 -0.312
H 0.459 -9.355 0.032 -0.083 -0.138 -0.057
H 3.356 -9.233 2.211 -0.138 0.460 -0.012
H 3.007 -6.874 2.441 0.233 -0.778 0.302
H 1.531 -5.106 2.287 0.121 0.297 -0.351
O 1.045 -2.365 0.243 2.229 -0.368 0.774
C 0.527 -1.148 0.034 0.388 -1.162 -0.518
C -0.660 -1.092 -0.607 -2.484 1.628 0.521
C -1.392 0.130 -0.618 0.839 -0.782 0.131
C -0.759 1.300 -0.209 1.126 -0.207 -0.331
O -1.498 2.481 -0.270 0.165 -1.423 -0.262
C 0.637 1.221 0.142 -1.414 0.131 0.385
C 1.244 -0.011 0.364 -0.153 0.542 -0.654
H 0.483 -3.138 0.154 -0.766 -0.011 -0.155
H -1.128 -2.041 -0.824 -0.324 0.054 -0.346
H -2.441 0.109 -0.876 -0.029 0.221 -0.256
H -1.044 3.271 0.035 0.666 0.263 0.417
H 1.188 2.128 0.340 0.024 0.135 0.098
H 2.283 -0.131 0.636 0.099 0.215 0.292

3.
49
Properties=species:S:1:pos:R:3:forces:R:3 method="wB97M-V/def2-TZVPD" mol_weight_g_mol=513.8 e_tot_ev=-56701.3754 total_charge=+2 lumo_ev=-8.05
Pd 0.199 -0.289 -0.701 -0.378 0.161 -0.516
C 4.417 -0.960 -1.459 -0.002 0.012 -0.017
C 4.868 0.336 -1.669 -0.025 0.004 0.008
C 3.975 1.394 -1.591 0.007 -0.015 0.006
C 2.647 1.139 -1.301 -0.043 0.027 -0.088
N 2.225 -0.131 -1.094 -0.051 0.241 0.394
C 3.083 -1.155 -1.167 -0.007 -0.064 0.016
C 1.574 2.136 -1.204 0.016 -0.090 -0.047
C 1.743 3.509 -1.334 -0.006 -0.005 -0.023
C 0.656 4.365 -1.212 -0.002 -0.008 0.004
C -0.608 3.864 -0.954 0.015 -0.001 -0.015
C -0.809 2.489 -0.815 -0.045 0.012 -0.066
C 0.279 1.662 -0.971 -0.039 0.148 0.337
H 5.082 -1.809 -1.518 0.004 0.002 0.004
H 5.909 0.522 -1.894 0.000 -0.001 -0.005
H 4.308 2.408 -1.761 0.008 0.001 -0.001
H 2.681 -2.143 -0.987 0.002 0.024 0.018
H 2.726 3.918 -1.526 0.002 0.007 -0.003
H 0.804 5.431 -1.310 -0.002 0.000 -0.004
H -1.450 4.534 -0.845 0.000 0.001 0.000
H -1.800 2.118 -0.586 0.021 -0.012 0.041
N -1.840 -0.479 -0.978 -0.007 -0.109 0.073
C -2.871 -0.191 0.011 0.045 0.037 0.055
C -4.108 0.250 -0.428 -0.034 -0.042 0.003
C -5.124 0.454 0.494 -0.004 0.008 -0.024
C -4.891 0.213 1.839 0.018 -0.011 0.018
C -3.642 -0.206 2.268 -0.044 -0.010 -0.036
C -2.607 -0.411 1.359 0.010 0.064 -0.100
C -1.246 -0.701 1.849 0.025 0.155 0.182
C -1.016 -1.424 3.036 -0.071 0.073 -0.079
C 0.251 -1.597 3.564 -0.032 -0.080 0.047
C 1.356 -0.975 2.997 -0.217 0.246 0.185
C 1.173 -0.203 1.857 0.269 0.090 0.230
C -0.089 -0.170 1.317 0.546 -0.755 -0.629
H -2.065 0.017 -1.841 0.031 0.043 0.028
H -1.890 -1.475 -1.210 -0.078 0.010 -0.017
H -4.291 0.412 -1.484 0.005 0.000 -0.003
H -6.093 0.797 0.158 0.000 -0.004 -0.003
H -5.679 0.374 2.562 0.001 0.001 0.001
H -3.457 -0.337 3.325 -0.007 0.016 0.005
H -1.869 -1.885 3.518 0.010 -0.015 -0.005
H 0.372 -2.209 4.448 0.003 0.000 -0.001
H 2.338 -1.060 3.442 -0.012 0.054 0.018
H 1.975 0.390 1.445 0.136 -0.211 -0.122
Cl 2.209 -4.925 -1.612 0.040 -0.019 -0.010
C 0.485 -4.719 -1.604 0.008 0.171 -0.040
Cl 0.008 -3.126 -0.835 -0.142 -0.105 0.194
H 0.008 -5.467 -0.983 0.012 -0.017 -0.009
H 0.093 -4.688 -2.613 0.014 -0.034 -0.007